Formula: C3LiLuO6
Source: the Open Molecules 2025 dataset
Level of theory: ωB97M-V/def2-TZVPD

Its charge is +1. Its LUMO energy (spin up / spin down) is -6.89 / -6.96 eV. Its spin multiplicity is 2. The calculation puts the energy relative to the best compared isomer or geometry (same formula, charge and spin) at 0.079 eV. The orbital gap (spin up / spin down) is 5.30 / 5.23 eV. The HOMO energy (spin up / spin down) comes out at -12.19 / -12.19 eV. As for the expectation value of S²: 0.75. As for the total energy: -1808.49781 hartree.

Last column: Mulliken charge in e.
Cartesian coordinates (Å):
O -3.098 0.158 0.679  -0.612
O 0.832 -1.359 1.572  -0.474
O 1.653 1.343 -0.891  -0.737
O -3.057 -1.969 1.427  -0.510
Li 1.660 2.846 -2.377  0.894
O -1.100 -0.852 0.886  -0.074
O 2.946 1.239 -2.682  -0.513
C -0.186 -1.919 1.087  0.086
C 2.421 0.739 -1.707  0.572
Lu 0.539 0.696 1.018  1.764
C -2.610 -0.923 0.988  0.603